Entry 1
Formula: C6H14O
Source: the OMol25 dataset
Level of theory: ωB97M-V/def2-TZVPD

Results
**Gap between HOMO and LUMO**: 7.8 eV
**LUMO level**: 0.035 Ha
**HOMO level**: -0.2537 hartree

```
21
Properties=species:S:1:pos:R:3:lowdin_charge:R:1
C 1.509 -1.244 -0.438 -0.07
C 0.093 -1.266 0.068 -0.27
C -0.850 -1.526 -1.820 -0.08
C -0.498 -0.139 0.730 -0.17
C 0.099 1.225 0.640 -0.47
C -0.835 2.278 1.229 -0.06
O 1.361 1.240 1.332 -0.06
H 1.733 -2.115 -1.058 0.08
H 2.159 -1.230 0.444 0.09
H 1.720 -0.334 -1.004 0.09
H -0.265 -2.235 0.410 0.13
H -0.582 -2.574 -1.975 0.03
H -0.372 -0.893 -2.575 0.03
H -1.944 -1.425 -1.872 0.04
H -1.259 -0.340 1.478 0.11
H -0.880 -0.665 -0.560 0.12
H 0.289 1.482 -0.420 0.14
H -1.035 2.047 2.281 0.08
H -1.786 2.305 0.688 0.08
H -0.386 3.278 1.181 0.07
H 1.728 2.131 1.243 0.09
```



Entry 2
Formula: C6H14O
Source: the OMol25 dataset
Level of theory: ωB97M-V/def2-TZVPD

Results
**Gap between HOMO and LUMO**: 9.9 eV
**LUMO level**: 0.031 Ha
**SMILES string**: C/C=C(\C)CC.O
**HOMO level**: -0.3336 hartree

```
21
Properties=species:S:1:pos:R:3:lowdin_charge:R:1
C 1.197 -0.075 2.261 -0.09
C 0.850 0.715 0.994 -0.23
C -0.002 -0.091 0.034 -0.37
C 0.402 -0.434 -1.189 -0.13
C -0.080 -1.544 -2.089 -0.08
C -1.239 -0.633 0.668 -0.06
H 0.402 0.015 2.995 0.07
H 2.133 0.313 2.671 0.07
H 1.278 -1.137 2.043 0.08
H 0.350 1.653 1.189 0.10
H 1.777 1.031 0.489 0.11
H 1.220 0.174 -1.554 0.10
H 0.348 -2.478 -1.732 0.08
H -1.165 -1.496 -2.154 0.07
H 0.346 -1.419 -3.089 0.07
H -1.182 -1.517 1.301 0.09
H -1.954 -0.810 -0.140 0.07
H -1.739 0.179 1.188 0.08
H -0.656 1.927 -0.881 -0.01
H -1.568 2.821 -1.728 0.04
O -0.718 2.807 -1.276 -0.06
```



Entry 3
Formula: C6H14O
Source: the OMol25 dataset
Level of theory: ωB97M-V/def2-TZVPD

Results
**Gap between HOMO and LUMO**: 11.0 eV
**LUMO level**: 0.036 Ha
**SMILES string**: CC(C)C[C@@H](C)O
**HOMO level**: -0.3702 hartree

```
21
Properties=species:S:1:pos:R:3:lowdin_charge:R:1
C -1.685 -0.637 -1.122 -0.08
C -1.223 -0.376 0.330 -0.39
C -2.346 0.428 1.038 -0.09
C 0.195 0.381 0.414 -0.13
C 1.475 -0.280 -0.191 -0.44
C 2.638 0.720 -0.324 -0.06
O 1.893 -1.372 0.632 -0.05
H -2.684 -1.096 -1.253 0.08
H -0.978 -1.261 -1.675 0.06
H -1.755 0.342 -1.622 0.08
H -0.797 -1.202 0.872 0.11
H -3.370 0.010 0.986 0.08
H -2.418 1.407 0.541 0.08
H -2.131 0.593 2.097 0.07
H 0.466 0.590 1.471 0.13
H 0.026 1.329 -0.090 0.10
H 1.241 -0.660 -1.197 0.13
H 2.969 1.082 0.658 0.08
H 2.355 1.583 -0.935 0.08
H 3.512 0.252 -0.802 0.08
H 2.614 -1.833 0.174 0.09
```



Quick one: least stable of them? entry 1



Entry 1
Formula: C6H14O
Source: the OMol25 dataset
Level of theory: ωB97M-V/def2-TZVPD

Results
**Gap between HOMO and LUMO**: 11.2 eV
**LUMO level**: 0.037 Ha
**SMILES string**: CCCCCCO
**HOMO level**: -0.3740 hartree

```
21
Properties=species:S:1:pos:R:3:lowdin_charge:R:1
C 2.256 -0.512 -2.520 -0.13
C 0.976 0.138 -2.000 -0.28
C 0.783 -0.115 -0.506 -0.25
C -0.501 0.463 0.087 -0.23
C -0.710 -0.031 1.519 -0.21
C -2.051 0.342 2.147 -0.28
O -2.445 -0.635 3.103 -0.08
H 2.390 -0.350 -3.595 0.07
H 2.244 -1.594 -2.343 0.07
H 3.136 -0.106 -2.006 0.07
H 0.998 1.219 -2.196 0.11
H 0.111 -0.258 -2.550 0.11
H 0.785 -1.201 -0.335 0.11
H 1.647 0.279 0.050 0.12
H -1.357 0.148 -0.528 0.11
H -0.477 1.562 0.043 0.12
H -0.666 -1.128 1.516 0.11
H 0.119 0.307 2.156 0.12
H -2.011 1.343 2.600 0.12
H -2.827 0.378 1.370 0.11
H -2.401 -0.249 3.986 0.08
```



Entry 2
Formula: C6H14O
Source: the OMol25 dataset
Level of theory: ωB97M-V/def2-TZVPD

Results
**Gap between HOMO and LUMO**: 11.0 eV
**LUMO level**: 0.039 Ha
**SMILES string**: C=CCCCC.O
**HOMO level**: -0.3668 hartree

```
21
Properties=species:S:1:pos:R:3:lowdin_charge:R:1
C -3.065 0.256 0.804 -0.12
C -2.042 0.109 -0.320 -0.28
C -0.659 -0.305 0.183 -0.23
C 0.321 -0.568 -0.966 -0.22
C 1.660 -1.075 -0.509 -0.20
C 2.839 -0.633 -0.948 -0.02
O 2.568 1.637 1.294 -0.07
H -4.047 0.550 0.416 0.07
H -2.750 1.015 1.529 0.07
H -3.190 -0.690 1.345 0.07
H -2.399 -0.640 -1.041 0.11
H -1.961 1.054 -0.873 0.11
H -0.250 0.469 0.847 0.12
H -0.755 -1.217 0.791 0.12
H 0.455 0.343 -1.564 0.12
H -0.123 -1.320 -1.636 0.12
H 2.447 0.909 0.668 -0.02
H 1.638 -1.878 0.231 0.11
H 3.776 -1.057 -0.594 0.06
H 2.908 0.165 -1.685 0.07
H 3.294 1.342 1.856 0.04
```



Quick one: least stable of them? entry 2